# 1
{
  "formula": "C25H27F3N2O3",
  "method": "the ωB97M-V functional and the def2-TZVPD basis",
  "symbols": ["F", "F", "F", "O", "O", "O", "N", "N", "C", "C", "C", "C", "C", "C", "C", "C", "C", "C", "C", "C", "C", "C", "C", "C", "C", "C", "C", "C", "C", "C", "C", "C", "C", "H", "H", "H", "H", "H", "H", "H", "H", "H", "H", "H", "H", "H", "H", "H", "H", "H", "H", "H", "H", "H", "H", "H", "H", "H", "H", "H"],
  "positions_angstrom": [[-3.724, -5.435, 4.632], [-2.906, -5.499, 6.621], [-1.732, -6.177, 4.951], [3.420, 0.925, -0.149], [-0.023, 5.192, -5.961], [-1.575, -3.584, 0.413], [2.784, 1.682, -2.847], [1.450, -0.174, -0.145], [2.028, 3.876, -5.722], [-0.618, -1.534, 1.405], [-0.997, -1.331, 4.758], [1.888, 1.546, -1.812], [-0.488, -3.046, 1.121], [-1.803, -1.277, 2.376], [1.834, -0.944, 1.017], [2.784, 2.990, -4.982], [2.315, 0.745, -0.641], [-2.604, -5.225, 5.344], [2.275, 2.544, -3.772], [-1.360, -3.224, 6.189], [0.432, 5.698, -7.189], [-0.843, -1.958, 5.982], [1.011, 2.977, -3.303], [-2.046, -3.844, 5.154], [0.261, 3.869, -4.064], [-0.380, 2.580, -1.155], [0.297, -0.706, -0.831], [-1.664, -1.954, 3.708], [0.774, 4.316, -5.271], [-0.912, -0.773, 0.102], [0.789, 2.339, -2.046], [0.682, -0.995, 2.018], [-2.197, -3.219, 3.925], [-2.726, -1.603, 1.891], [0.503, 0.021, 2.376], [-1.274, 2.079, -1.530], [-0.598, -0.338, 4.619], [-0.329, -3.581, 2.068], [-2.754, -3.724, 3.149], [3.748, 2.660, -5.339], [2.129, -1.956, 0.713], [-0.320, -1.457, 6.781], [-2.358, -3.569, 0.973], [-0.592, 3.648, -1.114], [3.702, 1.271, -2.846], [-1.248, -3.722, 7.139], [-1.728, -1.267, -0.427], [-0.353, 6.366, -7.540], [1.362, 6.266, -7.075], [-1.227, 0.242, 0.349], [2.704, -0.456, 1.462], [0.069, -0.083, -1.695], [2.421, 4.229, -6.661], [0.377, -3.233, 0.483], [-0.170, 2.229, -0.148], [-1.879, -0.199, 2.535], [0.979, -1.610, 2.869], [0.533, -1.716, -1.191], [-0.706, 4.219, -3.740], [0.582, 4.901, -7.926]],
  "forces_ev_per_a": [[-0.1, 0.2, -0.1], [0.0, 0.2, 0.2], [0.2, 0.1, -0.1], [0.2, 0.1, -0.1], [0.0, -0.1, 0.2], [-0.5, -0.2, -0.2], [0.3, -0.4, 0.2], [0.0, 0.0, 0.1], [0.0, 0.1, -0.2], [-0.2, 0.0, 0.0], [-0.1, -0.1, 0.0], [-0.2, 0.5, -0.3], [0.4, 0.3, 0.3], [0.3, -0.1, -0.2], [0.2, 0.1, 0.4], [0.0, 0.0, 0.1], [0.1, -0.1, 0.2], [0.0, -0.4, 0.0], [-0.4, 0.3, -0.2], [-0.1, -0.1, -0.1], [0.1, 0.1, -0.2], [0.1, 0.0, 0.1], [0.5, -0.1, -0.3], [0.0, -0.1, 0.0], [0.1, 0.1, -0.2], [0.1, -0.1, -0.1], [-0.5, 0.0, -0.2], [-0.1, 0.0, 0.1], [-0.2, 0.0, 0.2], [0.2, -0.2, 0.0], [0.2, -0.3, 0.3], [0.0, -0.3, -0.3], [0.1, 0.0, 0.2], [-0.1, 0.1, 0.0], [0.0, 0.1, 0.1], [-0.1, 0.0, 0.1], [0.0, 0.1, 0.0], [0.1, 0.1, -0.1], [-0.1, 0.0, -0.1], [0.1, 0.0, -0.1], [0.1, 0.1, 0.0], [0.0, 0.1, 0.1], [0.0, 0.0, -0.1], [-0.1, 0.1, 0.1], [0.0, 0.1, 0.0], [0.0, 0.0, 0.1], [-0.1, 0.1, 0.0], [0.1, 0.0, 0.0], [0.0, 0.0, 0.0], [0.0, 0.1, 0.0], [-0.1, -0.2, -0.1], [0.0, -0.1, 0.0], [0.0, 0.0, -0.1], [0.0, 0.0, 0.1], [-0.1, 0.0, 0.1], [-0.1, 0.0, -0.1], [0.0, 0.0, 0.1], [0.0, 0.1, -0.1], [-0.2, 0.1, 0.0], [0.0, 0.0, 0.0]],
  "e_above_lowest_kj_mol": 17.4,
  "smiles": "COc1ccc2[nH]c(C(=O)N3CCC(CO)(Cc4cccc(C(F)(F)F)c4)CC3)c(C)c2c1",
  "homo_energy_ev": -7.7,
  "max_force_ev_per_a": 0.59,
  "e_tot_ev": -43639.943
}

---

# 2
{
  "formula": "C6H12ClNS",
  "method": "the ωB97M-V functional and the def2-TZVPD basis",
  "symbols": ["Cl", "S", "N", "C", "C", "C", "C", "C", "C", "H", "H", "H", "H", "H", "H", "H", "H", "H", "H", "H", "H"],
  "positions_angstrom": [[3.443, 0.116, 0.795], [-3.092, 1.058, 0.584], [1.620, 1.222, -0.787], [-1.972, -0.219, 0.232], [-0.811, -0.492, 0.799], [2.286, 1.262, 0.318], [0.820, 2.358, -1.153], [0.084, -1.602, 0.392], [-0.544, -2.747, -0.502], [0.820, -1.170, -0.152], [1.302, 2.959, -1.964], [-2.587, 1.308, 1.716], [-0.503, -0.021, 1.707], [0.117, -3.552, -0.581], [0.748, 3.199, -0.450], [-1.365, -3.016, 0.124], [-2.272, -0.505, -0.732], [-0.204, 2.053, -1.376], [2.284, 2.128, 1.126], [-0.862, -2.296, -1.380], [0.689, -2.043, 1.284]],
  "forces_ev_per_a": [[0.3, -0.9, -0.1], [-1.1, 0.0, -1.2], [2.0, -0.2, 2.6], [0.3, 1.3, -0.2], [-0.5, -1.2, 0.5], [-1.7, 2.7, -0.8], [0.0, 1.6, -0.1], [-0.2, -2.7, 1.5], [0.2, 2.3, 3.5], [2.6, 1.4, -1.9], [-0.4, -1.2, -0.2], [0.7, 0.8, 2.3], [-0.1, 0.6, 0.5], [1.0, -1.1, -0.5], [0.0, -0.5, 0.9], [-1.0, -0.8, -0.1], [0.0, -1.5, -1.1], [0.3, 0.0, -0.4], [-0.4, -1.5, -1.8], [-0.6, 0.3, -1.9], [-1.4, 0.6, -1.2]],
  "e_above_lowest_kj_mol": 141.9,
  "smiles": "C/N=C/Cl.CC/C=C/S",
  "homo_energy_ev": -8.3,
  "max_force_ev_per_a": 4.14,
  "e_tot_ev": -31261.872
}

---

# 3
{
  "formula": "C4H3N2",
  "method": "the ωB97M-V functional and the def2-TZVPD basis",
  "symbols": ["N", "N", "C", "C", "C", "C", "H", "H", "H"],
  "positions_angstrom": [[-1.377, -0.894, -0.094], [-1.079, 1.454, -0.144], [1.214, 0.683, -0.054], [-1.487, 0.377, 0.064], [-0.232, -1.402, -0.104], [0.865, -0.490, -0.062], [-0.097, -2.438, 0.120], [2.117, 1.279, 0.094], [0.075, 1.432, 0.179]],
  "forces_ev_per_a": [[-3.6, 0.5, 1.1], [-1.3, 1.2, 1.2], [3.4, -0.1, 0.6], [0.8, 0.2, -2.1], [3.2, -1.0, 1.0], [-1.0, -0.5, -0.2], [0.0, -0.8, -0.8], [-0.5, 0.2, -0.4], [-1.1, 0.2, -0.4]],
  "e_above_lowest_kj_mol": 225.3,
  "charge": 1,
  "homo_energy_ev": -16.9,
  "max_force_ev_per_a": 3.79,
  "e_tot_ev": -7162.958
}

---

# 4
{
  "formula": "C4H13N4O",
  "method": "the ωB97M-V functional and the def2-TZVPD basis",
  "symbols": ["O", "N", "N", "N", "N", "C", "C", "C", "C", "H", "H", "H", "H", "H", "H", "H", "H", "H", "H", "H", "H", "H"],
  "positions_angstrom": [[-0.323, -1.789, -0.450], [-0.440, -3.522, -1.855], [0.767, 0.138, 1.056], [1.947, 2.111, 1.075], [-0.332, 2.028, 0.409], [0.756, 1.423, 0.837], [-1.012, -2.629, -1.038], [1.954, 3.531, 0.732], [-2.490, -2.736, -0.802], [-3.008, -3.083, -1.703], [2.983, 3.887, 0.756], [2.084, 2.025, 2.087], [1.373, 4.209, 1.362], [-0.992, -4.166, -2.392], [-0.382, 3.029, 0.320], [-2.666, -3.468, -0.015], [0.565, -3.596, -1.905], [0.029, -0.543, 0.855], [1.635, 3.672, -0.297], [-2.898, -1.754, -0.608], [1.656, -0.293, 1.252], [-1.206, 1.525, 0.323]],
  "forces_ev_per_a": [[-0.2, -0.1, 0.0], [-0.1, -0.2, -0.2], [0.4, -0.7, 0.6], [-1.4, 0.3, 0.9], [-0.7, 0.4, -0.3], [0.5, 0.0, 0.1], [0.4, 0.3, 0.5], [0.6, 0.6, -0.6], [-0.1, -0.2, -1.1], [0.1, -0.2, 0.1], [0.0, -0.1, 0.1], [0.6, -0.3, -0.4], [-0.2, -0.3, 0.2], [0.0, -0.1, 0.0], [0.1, -0.1, 0.1], [-0.1, 0.2, 0.2], [-0.1, 0.2, 0.0], [-0.1, 0.4, -0.4], [0.0, -0.1, -0.1], [0.0, 0.1, 0.5], [0.1, 0.1, 0.0], [0.3, 0.0, -0.2]],
  "e_above_lowest_kj_mol": 61.1,
  "charge": 1,
  "homo_energy_ev": -13.5,
  "max_force_ev_per_a": 1.68,
  "e_tot_ev": -12362.255
}

---

# 5
{
  "formula": "C17H21N3O",
  "method": "the ωB97M-V functional and the def2-TZVPD basis",
  "symbols": ["O", "N", "N", "N", "C", "C", "C", "C", "C", "C", "C", "C", "C", "C", "C", "C", "C", "C", "C", "C", "C", "H", "H", "H", "H", "H", "H", "H", "H", "H", "H", "H", "H", "H", "H", "H", "H", "H", "H", "H", "H", "H"],
  "positions_angstrom": [[1.096, 0.576, 2.185], [-2.279, 1.366, 2.146], [-1.805, 0.572, 3.012], [2.073, 0.382, -2.514], [-3.203, -2.574, 4.484], [-3.746, -3.187, 3.295], [-1.201, 2.374, 1.871], [1.243, 0.842, -1.488], [-2.368, -0.694, 3.137], [-3.480, -2.554, 2.075], [0.051, 1.575, -1.692], [-0.736, 2.015, -0.595], [1.654, 1.393, -4.703], [3.555, -1.491, -1.638], [-3.002, -1.272, 2.047], [1.481, 0.130, -3.843], [1.456, 0.532, -0.093], [0.693, 0.924, 0.940], [3.463, -0.030, -2.176], [-0.343, 1.797, 0.729], [-2.487, -1.311, 4.410], [4.362, -2.083, -2.157], [-1.640, 3.345, 1.756], [-0.583, 2.545, 2.788], [-2.108, -0.904, 5.346], [3.937, 0.630, -1.426], [2.294, -0.179, 0.146], [2.015, -0.749, -4.244], [2.598, 1.932, -4.353], [-4.059, -3.070, 1.268], [-1.574, 2.670, -0.856], [3.868, -1.451, -0.642], [4.136, 0.011, -3.082], [-4.455, -3.999, 3.382], [0.271, 0.694, 2.678], [0.798, 2.074, -4.612], [2.574, -1.937, -1.714], [1.731, 1.220, -5.799], [-0.239, 1.921, -2.669], [-3.369, -3.024, 5.456], [0.412, -0.241, -3.909], [-3.085, -0.770, 1.056]],
  "forces_ev_per_a": [[-0.7, -0.1, 0.2], [1.8, -1.2, 1.4], [0.4, 1.4, -1.1], [-0.5, 0.1, 1.1], [0.2, 1.1, -1.6], [1.6, 1.9, 2.0], [0.7, -0.4, 1.0], [-1.0, -0.1, 1.7], [-2.1, -0.4, 1.4], [-2.9, -1.8, 0.6], [-0.1, 0.2, 0.7], [1.3, 0.2, -1.0], [0.9, 0.6, -0.5], [0.8, 0.3, -1.8], [0.7, 0.0, -2.2], [0.5, -0.3, -0.5], [2.9, -2.1, -2.9], [0.8, 0.9, 0.5], [0.2, -0.8, -1.0], [-2.9, 1.4, -0.4], [-0.9, -2.3, -0.8], [-1.1, 0.5, 0.2], [-0.3, 0.4, -1.1], [-0.3, -0.6, -0.5], [0.1, 0.2, -0.5], [-0.7, 0.1, -0.5], [-0.9, 0.9, -0.1], [0.2, 0.5, -0.1], [-1.3, -0.6, -0.6], [1.1, 1.1, 0.1], [0.2, -0.3, 0.4], [0.2, -0.2, 1.7], [-1.0, 0.3, 0.6], [0.4, -0.3, -0.1], [0.2, -0.3, 1.0], [0.3, -0.1, 0.3], [0.0, -0.5, 0.0], [0.1, -0.2, 0.7], [-0.1, -0.1, -0.3], [0.0, 0.1, -0.1], [1.0, 0.7, 1.0], [0.5, -0.1, 1.1]],
  "e_above_lowest_kj_mol": 458.3,
  "smiles": "CCN(CC)c1ccc(C/N=N/c2ccccc2)c(O)c1",
  "homo_energy_ev": -7.5,
  "max_force_ev_per_a": 4.56,
  "e_tot_ev": -24484.394
}

---

# 6
{
  "formula": "C5H12N",
  "method": "the ωB97M-V functional and the def2-TZVPD basis",
  "symbols": ["N", "C", "C", "C", "C", "C", "H", "H", "H", "H", "H", "H", "H", "H", "H", "H", "H", "H"],
  "positions_angstrom": [[2.458, -0.875, -0.652], [-2.885, 1.011, -0.147], [1.632, 0.173, 0.099], [-1.598, 0.914, 0.124], [-0.877, -0.417, -0.016], [0.438, -0.472, 0.765], [0.293, -0.038, 1.743], [3.317, -1.221, -0.232], [-0.686, -0.623, -1.066], [2.302, 0.636, 0.818], [2.677, -0.565, -1.598], [0.717, -1.458, 1.168], [1.794, -1.644, -0.762], [-1.013, 1.681, 0.617], [-3.429, 1.944, -0.244], [-1.505, -1.215, 0.366], [-3.491, 0.206, -0.562], [1.474, 1.030, -0.554]],
  "forces_ev_per_a": [[-1.1, 0.2, -0.9], [-0.6, 0.6, -1.2], [1.2, 0.8, 0.9], [0.2, -1.1, 0.5], [0.3, -0.1, 0.4], [-0.1, -0.1, 0.6], [-0.1, 0.9, 0.2], [0.0, 0.1, 0.4], [0.0, -0.1, -0.3], [0.2, -0.4, 0.4], [0.2, 0.1, 0.0], [0.0, -0.3, -0.8], [0.4, -0.4, -0.1], [-0.2, 0.5, -0.4], [0.2, 0.2, 0.7], [-0.2, -0.1, -0.1], [0.5, -0.3, 0.2], [-0.6, -0.4, -0.5]],
  "e_above_lowest_kj_mol": 163.4,
  "charge": 1,
  "smiles": "C=CCCC[NH3+]",
  "homo_energy_ev": -12.9,
  "max_force_ev_per_a": 1.67,
  "e_tot_ev": -6861.865
}